Run A
ORCA calculation (ωB97M-V with the def2-TZVPD basis set) on C9H17N2P as an isolated structure.

The HOMO energy is -8.4 eV. The calculation puts the HOMO-LUMO gap at 9.30 eV. For the LUMO energy, the calculation gives 0.0311 Ha.

Cartesian coordinates (Å):
C  3.90  -0.88  0.22
C  2.74  -0.31  0.58
C  3.49  0.46  -1.33
C  -0.86  -2.65  0.78
C  -2.14  0.45  -1.68
C  1.18  2.63  0.91
C  -0.24  -1.54  -0.06
C  -1.90  0.53  -0.17
C  -0.58  -0.13  0.29
N  4.39  -0.40  -0.98
N  2.40  0.53  -0.47
P  0.97  1.42  -0.51
H  4.52  -1.39  0.92
H  2.11  -0.48  1.48
H  3.53  0.91  -2.37
H  -1.98  -2.71  0.69
H  -0.55  -3.61  0.58
H  -0.62  -2.42  1.85
H  -3.01  1.14  -1.83
H  -1.23  0.84  -2.24
H  -2.39  -0.63  -2.11
H  0.26  2.52  1.53
H  1.25  3.70  0.42
H  2.04  2.38  1.60
H  -0.74  -1.78  -1.15
H  0.88  -1.60  -0.01
H  -1.98  1.49  0.15
H  -2.69  -0.06  0.21
H  -0.38  0.04  1.39

Run B
ORCA calculation (ωB97M-V with the def2-TZVPD basis set) on a 2-piece molecular cluster, C9H17N2P overall.

Its SMILES is C=C/C=C\C=P\N(C)C.C=NC. The HOMO energy (alpha / beta) is -6.9 / -6.9 eV. The calculation puts the HOMO-LUMO gap (alpha / beta) at 7.14 / 7.15 eV. For the LUMO energy (alpha / beta), the calculation gives 0.0099 / 0.0100 Ha.

Cartesian coordinates (Å):
C  3.40  -0.18  -1.04
C  2.57  0.10  -0.02
C  2.90  1.12  0.98
C  1.99  1.85  1.67
C  0.63  1.71  1.35
P  -0.07  1.19  -0.24
N  -1.76  1.01  0.18
C  -2.78  0.68  -0.70
C  -2.29  0.83  1.51
H  3.06  -1.05  -1.66
H  4.04  0.43  -1.56
H  1.71  -0.48  0.10
H  4.03  1.14  1.10
H  2.32  2.70  2.39
H  -0.17  2.04  2.09
H  -2.90  -0.36  -0.83
H  -3.67  1.22  -0.67
H  -2.40  0.82  -1.74
H  -2.29  1.82  1.95
H  -3.18  0.21  1.40
H  -1.55  0.39  2.15
C  -0.80  -2.32  0.21
N  0.00  -1.78  -0.60
C  -0.06  -2.08  -2.04
H  -0.78  -1.93  1.21
H  -1.79  -2.78  0.10
H  -0.79  -2.66  -2.53
H  -0.30  -1.10  -2.44
H  0.92  -2.56  -2.32

Order from most stable to least stable according to the calculation: run A, run B

Run A
ORCA calculation (ωB97M-V with the def2-TZVPD basis set) on a 9-piece molecular cluster, C12H42O9 overall.

Its SMILES is CC(C)O.CC(C)O.CC(C)O.CC(C)O.O.O.O.O.O. The HOMO energy is -10.2 eV. The calculation puts the HOMO-LUMO gap at 10.42 eV. For the LUMO energy, the calculation gives 0.0082 Ha.

Cartesian coordinates (Å):
C  2.55  -3.89  3.60
C  1.92  -3.67  2.23
C  2.50  -2.42  1.57
O  2.26  -4.75  1.36
H  2.39  -3.04  4.26
H  3.63  -4.03  3.48
H  2.21  -4.85  4.00
H  0.84  -3.56  2.34
H  2.12  -2.29  0.56
H  3.59  -2.45  1.57
H  2.09  -1.57  2.13
H  1.87  -5.57  1.69
C  5.37  1.67  -2.39
C  4.14  1.11  -1.69
C  3.47  2.12  -0.77
O  3.19  0.64  -2.66
H  6.08  0.87  -2.62
H  5.89  2.44  -1.82
H  5.08  2.10  -3.35
H  4.43  0.24  -1.10
H  3.27  3.05  -1.33
H  4.05  2.45  0.09
H  2.47  1.83  -0.44
H  2.82  1.43  -3.08
C  -0.15  -0.39  0.28
C  -0.80  0.96  0.09
C  -0.09  2.10  0.82
O  -0.81  1.26  -1.34
H  -0.45  -0.94  1.18
H  0.93  -0.32  0.20
H  -0.54  -1.08  -0.49
H  -1.87  0.99  0.32
H  0.07  2.96  0.18
H  0.85  1.83  1.30
H  -0.75  2.44  1.62
H  -0.65  0.42  -1.78
C  -6.27  -1.13  1.08
C  -4.87  -1.68  1.28
C  -4.04  -1.55  0.02
O  -4.21  -0.98  2.33
H  -6.83  -1.61  0.28
H  -6.21  -0.06  0.85
H  -6.89  -1.22  1.98
H  -4.96  -2.75  1.54
H  -4.46  -2.13  -0.80
H  -3.04  -1.91  0.24
H  -4.07  -0.51  -0.32
H  -4.34  -1.47  3.15
O  0.00  -0.51  -3.65
H  0.49  0.29  -3.46
H  0.33  -0.79  -4.51
O  0.78  5.68  0.35
H  1.70  5.73  0.09
H  0.29  5.49  -0.47
O  -1.46  -2.96  -2.26
H  -1.21  -2.42  -3.03
H  -0.64  -3.05  -1.76
O  -1.25  4.49  -1.37
H  -1.62  5.08  -2.04
H  -1.29  3.61  -1.75
O  -3.56  2.99  0.93
H  -3.74  2.41  0.18
H  -2.62  2.85  1.12

Run B
ORCA calculation (ωB97M-V with the def2-TZVPD basis set) on a 9-piece molecular cluster, C12H42O9 overall.

Its SMILES is CCO.CCO.CCO.CO.CO.CO.CO.CO.CO. The HOMO energy is -9.2 eV. The calculation puts the HOMO-LUMO gap at 9.45 eV. For the LUMO energy, the calculation gives 0.0074 Ha.

Cartesian coordinates (Å):
C  15.13  19.55  1.81
C  15.77  18.68  2.90
O  14.74  18.04  3.63
H  15.96  20.00  1.19
H  14.61  20.42  2.26
H  14.49  19.02  1.11
H  16.31  19.30  3.63
H  16.45  17.95  2.44
H  14.17  17.54  3.03
C  12.76  18.02  8.46
C  13.87  18.84  9.04
O  15.09  18.13  8.92
H  11.97  18.58  8.00
H  12.28  17.41  9.26
H  13.16  17.36  7.68
H  13.55  19.15  10.03
H  13.96  19.68  8.36
H  15.44  18.43  8.07
C  8.93  22.02  9.05
C  9.92  21.39  8.17
O  9.31  20.17  7.86
H  8.74  21.38  9.90
H  7.99  22.27  8.58
H  9.39  22.92  9.54
H  10.86  21.24  8.77
H  10.06  21.93  7.25
H  9.75  19.70  7.17
C  16.93  18.05  6.37
O  15.51  17.94  6.24
H  17.18  18.96  5.83
H  17.57  17.17  6.26
H  17.24  18.35  7.38
H  15.14  17.95  5.34
C  9.79  18.96  4.44
O  10.34  18.51  5.73
H  10.45  18.68  3.59
H  9.79  20.06  4.45
H  8.80  18.55  4.29
H  9.88  17.72  6.06
C  11.92  19.05  0.98
O  12.16  18.25  -0.15
H  12.22  18.60  1.93
H  10.86  19.29  0.99
H  12.49  19.96  1.01
H  11.46  17.61  -0.20
C  13.13  20.49  5.20
O  11.92  20.90  5.82
H  13.13  20.39  4.14
H  13.35  19.53  5.66
H  13.79  21.29  5.47
H  11.31  20.13  5.66
C  12.04  16.37  4.59
O  12.91  15.26  4.93
H  12.23  16.67  3.57
H  12.32  17.26  5.11
H  11.00  16.00  4.70
H  12.87  14.59  4.29
C  11.84  22.66  2.28
O  11.03  21.60  2.73
H  12.46  23.06  3.12
H  11.24  23.49  2.00
H  12.58  22.42  1.52
H  10.61  21.91  3.52

Order from most stable to least stable according to the calculation: run A, run B

Run A
ORCA calculation (ωB97M-V with the def2-TZVPD basis set) on C2H5N3O2S as an isolated structure.

The HOMO energy is -9.0 eV. The calculation puts the HOMO-LUMO gap at 9.27 eV. For the LUMO energy, the calculation gives 0.0114 Ha.

Cartesian coordinates (Å):
C  -0.37  -0.18  0.69
C  1.98  0.10  -0.80
H  -2.21  1.04  0.71
H  -1.74  -1.54  0.85
H  2.54  -0.13  -1.67
H  2.55  0.39  0.21
H  0.22  -2.25  0.75
N  -1.57  -0.68  1.40
N  -0.44  0.71  -0.07
N  0.76  -1.09  0.87
O  -2.75  0.19  1.43
O  1.34  -1.20  -0.63
S  0.56  1.16  -1.37

Run B
ORCA calculation (ωB97M-V with the def2-TZVPD basis set) on one molecule with the formula C2H5N3O2S.

Its SMILES is NNC(=S)O/C=N/O. The HOMO energy is -9.0 eV. The calculation puts the HOMO-LUMO gap at 9.44 eV. For the LUMO energy, the calculation gives 0.0168 Ha.

Cartesian coordinates (Å):
N  -0.50  -2.18  0.22
N  -0.44  -1.41  -1.03
C  -0.40  0.00  -1.06
S  0.09  0.90  -2.24
O  -0.89  0.62  0.11
C  -0.28  0.63  1.36
N  0.97  0.27  1.53
O  1.24  0.61  2.84
H  -1.40  -2.00  0.67
H  0.12  -1.74  1.00
H  -0.21  -2.11  -1.73
H  -0.99  0.99  2.29
H  2.19  0.12  3.19

Run C
ORCA calculation (ωB97M-V with the def2-TZVPD basis set) on one molecule with the formula C2H5N3O2S.

Its SMILES is NNC(=O)NOC=S. The HOMO energy is -9.7 eV. The calculation puts the HOMO-LUMO gap at 9.44 eV. For the LUMO energy, the calculation gives -0.0097 Ha.

Cartesian coordinates (Å):
N  2.67  -0.30  -0.06
N  1.35  -0.50  0.13
C  0.56  0.67  0.11
O  1.03  1.79  -0.22
N  -0.76  0.51  0.64
O  -1.23  -0.72  0.09
C  -2.55  -0.69  -0.11
S  -3.58  0.60  -0.02
H  2.96  0.49  -0.85
H  3.21  0.09  0.75
H  0.79  -1.56  -0.26
H  -1.53  1.22  0.43
H  -2.90  -1.62  -0.62

Order from most stable to least stable according to the calculation: run C, run B, run A

Run A
ORCA calculation (ωB97M-V with the def2-TZVPD basis set) on one molecule with the formula CHCl2FS.

Its SMILES is FC(S)(Cl)Cl. The HOMO energy is -9.9 eV. The calculation puts the HOMO-LUMO gap at 9.33 eV. For the LUMO energy, the calculation gives -0.0200 Ha.

Cartesian coordinates (Å):
F  0.49  -2.17  -1.35
C  0.92  -0.97  -1.72
S  -0.39  0.62  -0.91
Cl  0.84  -0.79  -3.45
Cl  2.47  -0.80  -1.07
H  0.63  0.91  -0.07

Run B
ORCA calculation (ωB97M-V with the def2-TZVPD basis set) on one molecule with the formula CHCl2FS.

Its SMILES is FC(S)(Cl)Cl. The HOMO energy is -10.4 eV. The calculation puts the HOMO-LUMO gap at 10.80 eV. For the LUMO energy, the calculation gives 0.0162 Ha.

Cartesian coordinates (Å):
F  -0.47  0.15  1.38
C  -0.36  0.17  -0.02
S  0.47  -1.26  -0.69
Cl  0.68  1.71  -0.14
Cl  -1.90  0.43  -0.68
H  1.57  -1.20  0.16

Order from most stable to least stable according to the calculation: run B, run A